Computed, not measured: a cluster of 2 separate species, C6H7I in total, with ωB97M-V/def2-TZVPD.

Structure (XYZ):
```
14
C6H7I, DFT ωB97M-V/def2-TZVPD
C 1.06748 -0.33391 1.76809
C -0.19959 -0.56968 1.66072
C -1.46711 -0.80853 1.57544
H 1.56047 0.39774 1.14865
H 1.68492 -0.86042 2.47575
H -1.85619 -1.56555 0.91569
H -2.19087 -0.25745 2.15285
C 0.55151 -0.23438 -2.31854
C 0.05714 0.83551 -1.48634
C -0.31586 1.72603 -0.77591
I -0.92986 3.19598 0.46721
H -0.03051 -1.13839 -2.14050
H 1.59460 -0.42600 -2.07428
H 0.47386 0.03905 -3.36884
```

Properties
SMILES string ... C=C=C.CC#CI
E_tot ... -14432.1578 eV
Energy relative to the best compared isomer or geometry (same formula, charge and spin) ... 58.9 kcal per mole
Orbital gap ... 9.6 eV
LUMO ... 0.47 eV

Atom charges from the natural (NBO) analysis, given in e for atoms 1 to 4:
1 C -0.508
2 C 0.119
3 C -0.505
4 H 0.227